No. 1
# C18H24N2O7S

The molecule C18H24N2O7S at a distorted geometry (wB97M-V/def2-TZVPD, the OMol25 dataset).

- F_max (Eh/bohr) = 0.02584
- energy (Ha) = -1734.697200
- E_LUMO (eV) = 0.52
- multiplicity = 1
- HOMO (eV) = -9.73
- energy relative to the best compared isomer or geometry (same formula, charge and spin) (kJ/mol) = 0.0
- orbital gap (eV) = 10.25

Each atom is followed by the atoms it is bonded to, with distances in Å.
Cartesian coordinates (Å):
1 C -4.27 -1.40 0.73  C2 1.521, H29 1.087, H30 1.088, H31 1.086
2 C -3.97 0.08 0.59  C1 1.521, O3 1.432, H32 1.094, H33 1.091
3 O -2.86 0.31 -0.28  C2 1.432, C4 1.322
4 C -3.08 0.31 -1.58  O3 1.322, O5 1.199, C6 1.543
5 O -4.14 0.13 -2.12  C4 1.199
6 C -1.76 0.55 -2.35  C4 1.543, N7 1.432, C24 1.533, H34 1.095
7 N -0.68 0.87 -1.47  C6 1.432, C8 1.350, H35 1.012
8 C -0.17 2.11 -1.35  N7 1.350, O9 1.211, C10 1.504
9 O -0.47 3.04 -2.06  C8 1.211
10 C 0.83 2.23 -0.23  C8 1.504, C11 1.485, N13 1.447, H36 1.087
11 C 2.12 1.51 -0.20  C10 1.485, C12 1.505, N13 1.440, H37 1.089
12 C 2.60 0.61 -1.32  C11 1.505, H38 1.086, H39 1.088, H40 1.088
13 N 1.02 1.06 0.60  C10 1.447, C11 1.440, S14 1.692
14 S 1.13 1.32 2.27  N13 1.692, O15 1.431, O16 1.437, C17 1.781
15 O -0.18 1.14 2.80  S14 1.431
16 O 1.82 2.56 2.52  S14 1.437
17 C 2.17 -0.05 2.71  S14 1.781, C18 1.380, C23 1.381
18 C 3.48 0.16 3.10  C17 1.380, C19 1.384, H41 1.079
19 C 4.29 -0.92 3.38  C18 1.384, C20 1.391, H42 1.080
20 C 3.80 -2.22 3.27  C19 1.391, C21 1.497, C22 1.393
21 C 4.67 -3.39 3.60  C20 1.497, H43 1.087, H44 1.087, H45 1.090
22 C 2.48 -2.41 2.88  C20 1.393, C23 1.383, H46 1.080
23 C 1.66 -1.33 2.59  C17 1.381, C22 1.383, H47 1.078
24 C -1.47 -0.75 -3.11  C6 1.533, O25 1.203, O26 1.318
25 O -0.70 -1.58 -2.71  C24 1.203
26 O -2.20 -0.82 -4.21  C24 1.318, C27 1.433
27 C -2.15 -2.04 -4.96  O26 1.433, C28 1.521, H48 1.091, H49 1.095
28 C -3.11 -3.06 -4.38  C27 1.521, H50 1.087, H51 1.086, H52 1.087
29 H -3.39 -1.93 1.07  C1 1.087
30 H -4.58 -1.81 -0.23  C1 1.088
31 H -5.08 -1.54 1.44  C1 1.086
32 H -4.84 0.62 0.20  C2 1.094
33 H -3.66 0.51 1.55  C2 1.091
34 H -1.91 1.38 -3.05  C6 1.095
35 H -0.43 0.19 -0.76  N7 1.012
36 H 0.80 3.19 0.28  C10 1.087
37 H 2.92 2.02 0.34  C11 1.089
38 H 1.76 0.10 -1.78  C12 1.086
39 H 3.11 1.21 -2.07  C12 1.088
40 H 3.29 -0.13 -0.92  C12 1.088
41 H 3.84 1.18 3.18  C18 1.079
42 H 5.31 -0.76 3.69  C19 1.080
43 H 4.43 -4.24 2.98  C21 1.087
44 H 5.72 -3.15 3.48  C21 1.087
45 H 4.51 -3.69 4.64  C21 1.090
46 H 2.09 -3.42 2.79  C22 1.080
47 H 0.64 -1.46 2.29  C23 1.078
48 H -2.44 -1.75 -5.97  C27 1.091
49 H -1.13 -2.42 -4.96  C27 1.095
50 H -2.78 -3.37 -3.39  C28 1.087
51 H -3.15 -3.93 -5.02  C28 1.086
52 H -4.11 -2.63 -4.29  C28 1.087

=====

No. 2
# C18H24N4O4

A cluster of 2 separate species, C18H24N4O4 in total at a distorted geometry (wB97M-V/def2-TZVPD, the OMol25 dataset).

- F_max (Eh/bohr) = 0.04681
- energy (Ha) = -1220.321360
- E_LUMO (eV) = 0.13
- multiplicity = 1
- HOMO (eV) = -8.53
- energy relative to the best compared isomer or geometry (same formula, charge and spin) (kJ/mol) = 122.5
- orbital gap (eV) = 8.67

Each atom is followed by the atoms it is bonded to, with distances in Å.
Cartesian coordinates (Å):
1 C 5.48 0.63 -3.30  N2 1.464, H18 1.092, H19 1.092, H20 1.092
2 N 4.91 -0.20 -4.36  C1 1.464, C3 1.338, H21 1.009
3 C 3.63 -0.56 -4.53  N2 1.338, O4 1.223, C5 1.547
4 O 3.34 -1.26 -5.49  C3 1.223
5 C 2.54 -0.04 -3.56  C3 1.547, C6 1.543, N14 1.473, H22 1.090
6 C 1.14 -0.66 -3.76  C5 1.543, C7 1.522, H23 1.090, H24 1.091
7 C 0.16 -0.31 -2.65  C6 1.522, C8 1.410, C13 1.410
8 C 0.02 -1.17 -1.54  C7 1.410, C9 1.409, H25 1.081
9 C -0.88 -0.85 -0.50  C8 1.409, C10 1.412, H26 1.079
10 C -1.63 0.34 -0.56  C9 1.412, O11 1.358, C12 1.409
11 O -2.50 0.65 0.43  C10 1.358, H27 0.957
12 C -1.49 1.21 -1.67  C10 1.409, C13 1.409, H28 1.080
13 C -0.60 0.88 -2.71  C7 1.410, C12 1.409, H29 1.082
14 N 2.43 1.43 -3.52  C5 1.473, C15 1.334, H30 1.008
15 C 2.34 2.32 -4.51  N14 1.334, C16 1.517, O17 1.220
16 C 2.42 1.90 -5.97  C15 1.517, H31 1.087, H32 1.088, H33 1.089
17 O 2.18 3.50 -4.24  C15 1.220
18 H 5.12 1.66 -3.41  C1 1.092
19 H 6.56 0.64 -3.39  C1 1.092
20 H 5.20 0.25 -2.32  C1 1.092
21 H 5.54 -0.57 -5.06  N2 1.009
22 H 2.87 -0.35 -2.57  C5 1.090
23 H 0.72 -0.34 -4.71  C6 1.090
24 H 1.25 -1.75 -3.79  C6 1.091
25 H 0.60 -2.08 -1.48  C8 1.081
26 H -0.98 -1.51 0.35  C9 1.079
27 H -2.69 -0.11 0.98  O11 0.957
28 H -2.07 2.12 -1.71  C12 1.080
29 H -0.49 1.54 -3.56  C13 1.082
30 H 2.32 1.84 -2.60  N14 1.008
31 H 1.80 1.03 -6.16  C16 1.087
32 H 3.46 1.69 -6.22  C16 1.088
33 H 2.07 2.73 -6.58  C16 1.089
34 C -2.74 -0.16 3.64  C35 1.501, H43 1.095, H44 1.094, H45 1.094
35 C -3.03 -0.32 5.10  C34 1.501, C36 1.390, N42 1.401
36 C -3.24 0.81 5.89  C35 1.390, N37 1.400, H46 1.087
37 N -3.51 0.66 7.26  C36 1.400, C38 1.376, H47 1.016
38 C -3.56 -0.61 7.81  N37 1.376, O39 1.225, C40 1.488
39 O -3.80 -0.68 9.01  C38 1.225
40 C -3.34 -1.78 6.92  C38 1.488, C41 1.504, N42 1.326
41 C -3.39 -3.18 7.47  C40 1.504, H48 1.094, H49 1.094, H50 1.094
42 N -3.08 -1.62 5.62  C35 1.401, C40 1.326
43 H -2.72 0.89 3.35  C34 1.095
44 H -1.77 -0.61 3.40  C34 1.094
45 H -3.51 -0.67 3.05  C34 1.094
46 H -3.19 1.80 5.45  C36 1.087
47 H -3.66 1.45 7.87  N37 1.016
48 H -4.36 -3.35 7.95  C41 1.094
49 H -2.60 -3.31 8.22  C41 1.094
50 H -3.26 -3.91 6.67  C41 1.094

=====

No. 3
# C18H24N4O6S

The molecule C18H24N4O6S at a distorted geometry (wB97M-V/def2-TZVPD, the OMol25 dataset).

- F_max (Eh/bohr) = 0.03069
- energy (Ha) = -1768.872210
- E_LUMO (eV) = 0.24
- multiplicity = 1
- HOMO (eV) = -9.01
- energy relative to the best compared isomer or geometry (same formula, charge and spin) (kJ/mol) = 272.7
- orbital gap (eV) = 9.25

Each atom is followed by the atoms it is bonded to, with distances in Å.
Cartesian coordinates (Å):
1 C 0.57 0.55 2.17  O2 1.411, H30 1.088, H31 1.098, H32 1.091
2 O 1.69 -0.25 1.85  C1 1.411, C3 1.406
3 C 2.93 0.35 2.10  O2 1.406, C4 1.536, H33 1.091, H34 1.100
4 C 3.35 1.38 1.03  C3 1.536, N5 1.446, H35 1.097, H36 1.091
5 N 3.27 0.85 -0.31  C4 1.446, C6 1.438, S10 1.652
6 C 2.64 1.64 -1.34  N5 1.438, C7 1.534, H37 1.096, H38 1.090
7 C 1.12 1.73 -1.23  C6 1.534, O8 1.414, H39 1.101, H40 1.099
8 O 0.77 2.78 -0.33  C7 1.414, C9 1.409
9 C -0.61 3.04 -0.32  O8 1.409, H41 1.098, H42 1.096, H43 1.089
10 S 3.85 -0.65 -0.70  N5 1.652, O11 1.434, O12 1.437, C13 1.797
11 O 4.85 -1.02 0.25  S10 1.434
12 O 4.21 -0.61 -2.09  S10 1.437
13 C 2.44 -1.75 -0.56  S10 1.797, C14 1.382, C29 1.379
14 C 1.47 -1.69 -1.54  C13 1.382, C15 1.381, H44 1.078
15 C 0.31 -2.42 -1.40  C14 1.381, C16 1.392, H45 1.079
16 C 0.13 -3.22 -0.28  C15 1.392, C17 1.482, C28 1.391
17 C -1.11 -4.01 -0.10  C16 1.482, O18 1.205, N19 1.391
18 O -1.15 -5.20 0.13  C17 1.205
19 N -2.30 -3.32 -0.23  C17 1.391, C20 1.359, H46 1.015
20 C -2.52 -1.97 -0.19  N19 1.359, N21 1.293, O27 1.358
21 N -1.69 -1.00 -0.04  C20 1.293, N22 1.355
22 N -2.42 0.14 -0.06  N21 1.355, C23 1.291
23 C -3.66 -0.19 -0.21  N22 1.291, C24 1.454, O27 1.363
24 C -4.82 0.68 -0.29  C23 1.454, C25 1.509, C26 1.510, H47 1.082
25 C -4.80 1.97 0.49  C24 1.509, C26 1.487, H48 1.079, H49 1.078
26 C -4.67 2.01 -0.99  C24 1.510, C25 1.487, H50 1.079, H51 1.078
27 O -3.80 -1.54 -0.30  C20 1.358, C23 1.363
28 C 1.15 -3.34 0.66  C16 1.391, C29 1.383, H52 1.079
29 C 2.31 -2.59 0.53  C13 1.379, C28 1.383, H53 1.077
30 H -0.30 0.01 1.79  C1 1.088
31 H 0.48 0.67 3.25  C1 1.098
32 H 0.62 1.53 1.70  C1 1.091
33 H 3.66 -0.46 2.12  C3 1.091
34 H 2.93 0.85 3.08  C3 1.100
35 H 4.38 1.68 1.26  C4 1.097
36 H 2.70 2.25 1.07  C4 1.091
37 H 3.05 2.65 -1.32  C6 1.096
38 H 2.92 1.17 -2.28  C6 1.090
39 H 0.70 1.96 -2.22  C7 1.101
40 H 0.69 0.78 -0.87  C7 1.099
41 H -0.94 3.42 -1.30  C9 1.098
42 H -1.18 2.13 -0.08  C9 1.096
43 H -0.78 3.80 0.44  C9 1.089
44 H 1.64 -1.07 -2.41  C14 1.078
45 H -0.45 -2.38 -2.17  C15 1.079
46 H -3.14 -3.89 -0.19  N19 1.015
47 H -5.75 0.15 -0.40  C24 1.082
48 H -5.73 2.29 0.94  C25 1.079
49 H -3.92 2.17 1.09  C25 1.078
50 H -5.50 2.36 -1.58  C26 1.079
51 H -3.69 2.24 -1.39  C26 1.078
52 H 1.02 -4.00 1.50  C28 1.079
53 H 3.10 -2.65 1.25  C29 1.077